No. 1
{"formula": "C5H17NO2", "method": "the ωB97M-V functional and the def2-TZVPD basis", "e_lumo_ev": 0.8, "orbital_gap_ev": 10.230, "charge": 0, "smiles": "CC(C)CCN.O.O", "symbols": ["C", "C", "C", "C", "C", "N", "H", "H", "H", "H", "H", "H", "H", "H", "H", "H", "H", "H", "H", "O", "H", "H", "O", "H", "H"], "xyz": [[0.554, 1.181, 2.063], [0.303, 0.787, 0.601], [1.275, 1.417, -0.377], [-1.196, 1.073, 0.263], [-1.655, 0.390, -1.001], [-1.530, -1.066, -0.931], [-0.081, 2.051, 2.273], [0.216, 0.416, 2.756], [1.599, 1.433, 2.212], [0.346, -0.299, 0.514], [2.049, 1.984, 0.123], [1.794, 0.672, -0.997], [0.869, 2.036, -1.186], [-1.750, 0.777, 1.141], [-1.330, 2.149, 0.239], [-2.662, 0.678, -1.287], [-1.024, 0.723, -1.792], [-1.951, -1.524, -0.134], [-1.868, -1.500, -1.774], [0.115, -2.991, 1.206], [0.397, -2.279, 1.789], [-0.425, -2.558, 0.532], [2.066, -1.565, -2.363], [1.601, -2.414, -2.449], [2.287, -1.571, -1.420]], "atomic_forces_ev_per_a": [[-0.50, 0.42, -0.60], [-1.29, -0.34, 0.03], [0.66, -0.32, -1.16], [1.16, 0.00, 0.48], [-0.47, -0.37, 0.48], [0.61, -0.32, 0.06], [0.41, 0.16, 0.17], [0.17, -0.22, 0.11], [0.04, -0.06, 0.33], [0.46, -0.04, -0.02], [0.12, 0.25, 0.13], [0.00, -0.12, 0.42], [-0.48, 0.27, 0.53], [-0.57, -0.47, 0.24], [-0.09, 0.33, -0.42], [-0.38, 0.28, 0.17], [0.60, 0.19, -0.77], [-0.53, 0.46, -0.01], [-0.06, -0.13, -0.07], [-0.09, -0.01, -0.01], [-0.01, -0.02, -0.03], [0.27, 0.07, -0.07], [-0.16, -0.64, 0.46], [0.14, 0.43, -0.18], [0.01, 0.19, -0.26]], "mulliken_charge": [-1.479, 1.801, -1.301, -1.097, -0.728, -0.442, 0.315, 0.363, 0.431, -0.597, 0.362, 0.185, 0.277, 0.442, 0.417, 0.369, 0.286, 0.299, 0.162, -0.657, 0.333, 0.275, -0.636, 0.303, 0.318]}



No. 2
{"formula": "C4H7ClSi", "method": "the ωB97M-V functional and the def2-TZVPD basis", "e_lumo_ev": [0.1, -0.7], "orbital_gap_ev": [7.322, 8.178], "charge": 0, "symbols": ["C", "C", "C", "C", "Si", "Cl", "H", "H", "H", "H", "H", "H", "H"], "xyz": [[0.809, 0.701, 0.666], [1.172, -0.454, 0.606], [0.454, 2.092, 0.783], [-2.328, -0.409, -1.422], [1.452, -2.225, 0.354], [3.135, -2.733, -0.644], [-0.577, 2.236, 0.460], [0.556, 2.426, 1.815], [1.113, 2.687, 0.151], [-3.281, -0.512, -0.954], [-1.654, -1.236, -1.467], [-2.029, 0.535, -1.819], [1.179, -3.107, 1.470]], "atomic_forces_ev_per_a": [[0.41, -0.72, 0.07], [0.18, -0.33, 0.09], [-0.14, 0.24, -0.07], [0.08, 0.01, 0.00], [-1.17, 0.63, -0.59], [0.62, -0.02, -0.07], [-0.02, 0.14, 0.01], [-0.03, 0.06, -0.01], [-0.06, 0.09, 0.02], [-0.38, -0.06, 0.18], [0.22, -0.30, 0.00], [0.10, 0.36, -0.16], [0.21, -0.10, 0.53]], "mulliken_charge": [0.786, -0.358, -1.118, -0.867, 0.069, -0.204, 0.280, 0.294, 0.297, 0.285, 0.285, 0.294, -0.043]}



No. 3
{"formula": "C7H15N3O2P", "method": "the ωB97M-V functional and the def2-TZVPD basis", "e_lumo_ev": -4.1, "orbital_gap_ev": 9.023, "charge": 1, "smiles": "COC1=NC=C[NH2+][C@]1(N)P(C)(C)=O", "symbols": ["C", "O", "C", "N", "C", "C", "N", "C", "N", "P", "C", "C", "O", "H", "H", "H", "H", "H", "H", "H", "H", "H", "H", "H", "H", "H", "H", "H"], "xyz": [[-2.066, -2.164, -1.898], [-0.927, -1.333, -1.789], [-0.412, -1.102, -0.513], [-0.867, -1.823, 0.435], [-0.176, -1.902, 1.603], [1.071, -1.382, 1.652], [1.539, -0.388, 0.717], [0.567, -0.046, -0.413], [1.577, 0.194, -1.608], [-0.156, 1.684, -0.067], [-1.353, 1.412, 1.423], [1.289, 2.790, 0.195], [-0.941, 2.088, -1.240], [-2.254, -2.264, -2.976], [-2.962, -1.814, -1.550], [-1.725, -3.175, -1.492], [-0.699, -2.543, 2.313], [1.843, -1.713, 2.339], [1.715, 0.515, 1.168], [2.461, -0.734, 0.186], [1.195, 0.913, -2.151], [1.690, -0.553, -2.270], [-2.133, 0.690, 1.152], [-0.863, 1.283, 2.430], [-1.947, 2.326, 1.514], [2.206, 2.361, 0.464], [1.331, 3.398, -0.706], [0.995, 3.282, 1.082]], "atomic_forces_ev_per_a": [[2.63, -3.46, -1.68], [1.51, 2.40, 2.09], [-3.30, -2.34, -2.73], [-0.59, 0.72, -1.18], [1.26, 0.33, -0.13], [-0.30, -1.04, 2.31], [1.38, -1.32, -2.08], [3.55, 1.35, -2.16], [-1.28, -0.74, 3.01], [-1.91, -0.55, 0.45], [1.40, 0.86, 0.01], [-1.74, -0.96, -0.07], [0.04, 0.09, -0.39], [0.49, -0.04, 0.24], [-1.88, 1.19, 1.85], [-1.18, 1.20, -0.42], [0.92, 0.20, 0.33], [-0.31, 0.33, 0.19], [0.61, -0.43, 0.18], [-2.05, 1.24, 1.46], [-0.69, 1.62, -1.01], [-0.38, -0.97, 0.11], [0.71, -0.37, 0.08], [-0.51, -0.35, -1.08], [0.42, 0.31, -0.23], [1.50, -0.82, -0.12], [0.06, 0.12, 0.21], [-0.34, 1.46, 0.76]], "mulliken_charge": [-0.718, -0.331, -0.217, -0.465, -0.625, -0.391, 0.010, 0.876, -0.675, 0.851, -1.227, -1.230, -0.653, 0.265, 0.333, 0.319, 0.473, 0.510, 0.431, 0.479, 0.316, 0.241, 0.351, 0.363, 0.422, 0.490, 0.329, 0.472]}



No. 4
{"formula": "C3HNO3S3", "method": "the ωB97M-V functional and the def2-TZVPD basis", "e_lumo_ev": [-1.8, -1.8], "orbital_gap_ev": [7.079, 7.083], "charge": 0, "symbols": ["C", "C", "C", "N", "O", "O", "O", "S", "S", "S", "H"], "xyz": [[0.950, -1.393, 0.552], [-2.034, 0.109, -0.383], [1.085, 0.045, 0.597], [-1.745, 0.619, -1.381], [-1.331, 1.234, -2.292], [0.133, -2.153, 0.975], [0.425, 2.463, 1.088], [2.437, -1.769, -0.425], [2.552, 0.332, -0.316], [-0.004, 1.097, 1.314], [-2.469, -0.583, 0.271]], "atomic_forces_ev_per_a": [[0.13, -1.12, -0.20], [-0.24, 0.12, -0.69], [-0.96, 1.81, 0.81], [-0.25, -0.55, 1.45], [0.45, 0.78, -1.47], [-0.07, 0.13, 0.03], [0.08, 0.95, -0.03], [-0.16, -0.18, 0.10], [-0.21, 0.29, 0.13], [1.53, -1.73, -0.59], [-0.30, -0.50, 0.47]], "mulliken_charge": [0.425, -0.302, 0.283, 0.493, -0.586, -0.507, -0.490, -0.088, -0.067, 0.419, 0.420]}



Taking the records one at a time from the top gives ΔE to the lowest compared entry with this formula, charge and spin values of 15.4, 70.2, 103.0, 0.0 kcal/mol.